Here is H4NOPS as an isolated structure in a non-equilibrium geometry from OMol25. Energies are from the ωB97M-V functional and the def2-TZVPD basis.

The geometry in ORCA input format:
```
! wB97M-V def2-TZVPD RIJCOSX def2/J DEFGRID3
* xyz 0 1
N 0.17 0.13 1.31
O -0.89 -1.68 -0.08
P 0.47 -0.75 -0.04
S -0.13 1.16 -1.92
H -0.75 0.55 1.42
H 0.71 0.89 1.73
H -0.91 -2.29 -0.77
H -1.40 1.01 -1.97
*
```

As for the gap between HOMO and LUMO: 8.4 eV. The calculation puts the LUMO energy at 0.066 eV.

Which charges does Mulliken predict for the atoms? In e, they are: -0.44 -0.43 0.35 -0.46 0.29 0.29 0.32 0.08

***

Here is a 2-piece molecular cluster, C4H11N3O2 overall in a non-equilibrium geometry from OMol25. Energies are from the ωB97M-V functional and the def2-TZVPD basis.

The geometry in ORCA input format:
```
! wB97M-V def2-TZVPD RIJCOSX def2/J DEFGRID3
* xyz 0 1
C -1.72 0.32 1.13
N -0.88 -0.57 1.81
C 0.33 -0.46 2.15
N 0.85 -1.49 2.95
N 1.33 0.41 1.75
H -1.29 1.12 0.51
H -2.57 0.80 1.63
H -2.30 -0.23 0.36
H 0.19 -1.84 3.62
H 1.78 -1.32 3.30
H 1.16 1.29 1.30
H 2.30 0.16 1.79
C 0.47 1.52 -1.83
C 0.04 0.31 -2.58
O 0.35 -0.09 -3.67
O -0.94 -0.37 -1.89
H 1.49 1.69 -2.21
H 0.44 1.40 -0.76
H -0.05 2.41 -2.17
H -0.80 -1.31 -2.05
*
```

As for the gap between HOMO and LUMO: 9.2 eV. The SMILES is CN=C(N)N.CC(=O)O. The calculation puts the LUMO energy at 0.620 eV.

Which charges does Mulliken predict for the atoms? In e, they are: -0.58 -0.47 0.57 -0.48 -0.39 0.12 0.31 0.20 0.26 0.18 0.21 0.16 -0.52 0.61 -0.56 -0.38 0.32 -0.15 0.28 0.31

***

Here is C20H60F4InN2O18S4 as an isolated structure in a non-equilibrium geometry from OMol25. Energies are from the ωB97M-V functional and the def2-TZVPD basis.

The geometry in ORCA input format:
```
! wB97M-V def2-TZVPD RIJCOSX def2/J DEFGRID3
* xyz 0 2
In 21.14 -4.37 10.03
N 23.59 -4.07 8.59
S 24.81 -4.85 8.10
O 26.07 -4.74 8.85
O 24.88 -5.43 6.74
F 24.30 -6.21 8.80
S 24.11 -2.79 7.69
O 24.09 -2.96 6.24
O 25.06 -1.83 8.24
F 22.77 -1.89 7.98
N 22.76 -4.81 12.36
S 22.43 -4.50 13.99
O 23.22 -3.58 14.77
O 21.86 -5.63 14.76
F 21.09 -3.55 13.82
S 24.07 -5.46 12.72
O 24.18 -6.76 13.39
O 25.29 -4.57 12.80
F 24.28 -5.90 11.16
C 27.40 -2.52 11.39
C 28.71 -1.57 11.35
O 28.30 -0.37 11.78
H 26.52 -2.02 10.98
H 27.27 -2.77 12.44
H 27.57 -3.42 10.80
H 29.04 -1.47 10.31
H 29.46 -1.96 12.03
H 27.61 -0.08 11.17
C 24.14 -8.04 3.91
C 23.13 -7.79 2.90
O 23.42 -6.69 2.14
H 25.14 -8.08 3.47
H 23.93 -8.97 4.43
H 24.16 -7.35 4.76
H 22.16 -7.57 3.34
H 23.03 -8.69 2.30
H 24.38 -6.65 2.16
C 27.20 -7.56 5.72
C 27.57 -8.36 6.94
O 28.94 -8.28 7.18
H 27.43 -8.20 4.88
H 27.69 -6.60 5.61
H 26.15 -7.27 5.76
H 27.29 -9.40 6.81
H 27.11 -7.89 7.82
H 29.17 -7.38 7.39
C 21.40 -0.41 5.49
C 21.95 -0.30 4.03
O 20.86 -0.04 3.15
H 20.78 0.46 5.72
H 22.27 -0.38 6.14
H 20.98 -1.41 5.59
H 22.43 -1.23 3.73
H 22.76 0.42 3.89
H 20.71 -0.78 2.55
C 24.81 2.28 9.02
C 26.29 1.84 9.27
O 26.48 0.48 9.55
H 24.23 2.27 9.95
H 24.27 1.56 8.41
H 24.77 3.30 8.63
H 26.74 2.46 10.04
H 26.95 2.12 8.44
H 25.88 0.02 8.96
C 21.64 -4.72 4.88
C 20.52 -4.98 5.87
O 21.00 -5.81 7.00
H 22.59 -4.49 5.37
H 21.40 -3.95 4.15
H 21.85 -5.61 4.29
H 19.73 -5.49 5.33
H 20.21 -3.99 6.19
H 21.12 -6.72 6.71
C 23.69 -0.50 11.10
C 23.24 -1.85 11.45
O 21.81 -1.80 11.37
H 24.77 -0.55 11.24
H 23.28 0.18 11.85
H 23.51 -0.27 10.05
H 23.48 -2.24 12.44
H 23.71 -2.47 10.69
H 21.48 -0.96 11.68
C 30.70 -5.47 6.85
C 29.50 -4.80 7.65
O 29.05 -5.71 8.66
H 30.90 -4.87 5.97
H 30.49 -6.50 6.58
H 31.58 -5.34 7.48
H 28.61 -4.60 7.05
H 29.69 -3.82 8.09
H 28.33 -5.25 9.11
C 25.95 -4.81 3.43
C 26.85 -5.25 2.29
O 26.22 -6.31 1.53
H 26.36 -3.89 3.86
H 25.80 -5.47 4.29
H 24.95 -4.73 3.01
H 27.76 -5.65 2.75
H 27.29 -4.45 1.68
H 26.74 -6.51 0.74
C 23.37 -9.14 10.27
C 22.15 -8.60 9.57
O 21.72 -7.37 10.15
H 23.23 -9.21 11.35
H 24.24 -8.50 10.13
H 23.44 -10.17 9.92
H 21.30 -9.26 9.68
H 22.60 -8.57 8.58
H 21.91 -7.58 11.07
*
```

As for the gap between HOMO and LUMO (alpha / beta): 7.9 / 2.5 eV. The calculation puts the LUMO energy (alpha / beta) at -1.319 / -6.711 eV.

These are the Mulliken partial charges, in e, on atoms 1 to 99: 1.08 0.65 0.01 -0.36 -0.44 -0.15 0.52 -0.36 -0.69 -0.43 0.12 0.94 -0.55 -0.58 -0.31 0.71 -0.59 -0.58 -0.18 -0.13 -0.20 -0.18 -0.07 0.40 0.06 0.30 0.37 0.43 -0.53 -0.52 -0.52 0.36 0.44 -0.16 0.37 0.28 0.24 0.04 -0.35 -0.59 0.35 0.13 -0.43 0.35 0.22 0.10 -0.14 -0.23 -0.57 0.43 -0.09 -0.14 0.13 0.29 0.32 -0.93 -0.32 -0.36 0.25 0.18 0.38 0.41 0.35 0.22 -0.08 -0.51 -0.37 -0.06 0.29 -0.11 0.38 0.24 0.20 -0.80 0.65 -0.49 0.01 0.56 0.06 0.28 -0.53 0.29 -1.17 0.13 -0.60 0.34 0.43 0.34 0.08 0.32 0.20 -0.71 -0.44 -0.51 0.46 0.05 0.37 0.27 0.43

***

Here is CH3BrClN as an isolated structure in a non-equilibrium geometry from OMol25. Energies are from the ωB97M-V functional and the def2-TZVPD basis.

The geometry in ORCA input format:
```
! wB97M-V def2-TZVPD RIJCOSX def2/J DEFGRID3
* xyz 0 1
C -0.56 0.20 -0.63
N 0.30 -0.01 1.00
Cl 0.38 -1.76 1.15
Br 2.00 0.79 0.97
H -0.24 1.13 -0.93
H -0.38 -0.58 -1.25
H -1.51 0.23 -0.31
*
```

As for the gap between HOMO and LUMO: 9.1 eV. The calculation puts the LUMO energy at -0.243 eV.

Which charges does Mulliken predict for the atoms? In e, they are: -0.66 -0.25 -0.07 0.02 0.31 0.32 0.33

***

Here is C5H6 as an isolated structure in a non-equilibrium geometry from OMol25. Energies are from the ωB97M-V functional and the def2-TZVPD basis.

The geometry in ORCA input format:
```
! wB97M-V def2-TZVPD RIJCOSX def2/J DEFGRID3
* xyz 0 1
C 0.23 -0.73 -0.80
C -0.87 -0.24 0.06
C 0.98 0.31 -0.04
C -0.26 1.13 0.25
C 0.16 0.17 1.16
H 0.60 -1.73 -0.50
H 0.18 -0.71 -1.99
H -2.38 -0.64 0.10
H 2.02 0.56 -0.12
H -0.45 2.22 0.25
H 0.53 0.33 2.26
*
```

As for the gap between HOMO and LUMO: 10.6 eV. The calculation puts the LUMO energy at 1.088 eV.

Which charges does Mulliken predict for the atoms? In e, they are: -0.12 -0.64 -0.71 -0.17 -0.17 0.23 0.23 0.23 0.41 0.40 0.32

***

Here is one molecule with the formula C4H9NO in a non-equilibrium geometry from OMol25. Energies are from the ωB97M-V functional and the def2-TZVPD basis.

The geometry in ORCA input format:
```
! wB97M-V def2-TZVPD RIJCOSX def2/J DEFGRID3
* xyz 0 1
C -0.18 -1.58 0.07
C 0.01 -0.15 -0.41
O 0.28 -0.05 -1.80
C 0.99 0.62 0.53
N -0.15 1.28 1.16
C -1.01 0.87 0.01
H -0.34 -1.62 1.16
H -1.07 -2.03 -0.46
H 0.70 -2.17 -0.11
H 0.67 -0.91 -2.09
H 1.62 0.02 1.24
H 1.63 1.28 -0.08
H -0.09 2.28 1.24
H -1.07 1.64 -0.75
H -1.98 0.52 0.30
*
```

As for the gap between HOMO and LUMO: 10.0 eV. The SMILES is CC1(O)CNC1. The calculation puts the LUMO energy at 0.963 eV.

Which charges does Mulliken predict for the atoms? In e, they are: -1.77 1.47 -0.58 -0.80 -0.52 -0.85 0.40 0.36 0.47 0.34 0.30 0.29 0.24 0.33 0.30